The following is a DFT calculation (wB97M-V/def2-TZVPD) of C36H51BN12OPV as an isolated structure.

The geometry in XYZ format:
```
103
Properties=species:S:1:pos:R:3:mulliken_charge:R:1
V -0.5196 -0.7629 -0.6409 1.08
C -2.3697 -4.9896 -1.7598 -1.63
C -1.3294 -4.0688 -2.4117 0.74
C -2.0416 -2.8693 -3.0244 -1.49
C -0.1915 -3.8148 -1.4439 -0.80
C 0.6670 -4.8329 -1.0135 -1.46
C 1.5014 -4.2451 -0.0977 -0.36
N 1.1787 -2.9483 0.0213 0.12
N 0.1296 -2.6702 -0.8233 1.03
B 1.9953 -1.9773 0.9441 -0.70
N 1.0538 -1.2736 1.9814 0.44
C 1.1647 -1.5169 3.2983 -0.71
C 0.0834 -0.9673 3.9465 -1.27
C -0.6913 -0.4071 2.9239 -0.36
N -0.0869 -0.5605 1.7403 0.80
C -2.0578 0.2069 3.0891 2.01
C -3.0273 -0.8100 3.7010 -1.53
C -2.0736 1.4733 3.9738 -1.44
N 2.9516 -1.0633 0.1494 0.30
C 4.2828 -1.2222 0.2890 -0.37
C 4.9167 -0.4153 -0.6066 -1.73
C 3.8871 0.2314 -1.3092 0.11
N 2.6776 -0.1560 -0.8416 0.25
C 4.2053 1.2368 -2.4032 0.74
C 5.0613 2.3735 -1.8283 -1.53
C 3.0203 1.7949 -3.1594 -1.09
H -3.0721 -5.3422 -2.5156 0.48
H -1.9139 -5.8583 -1.2852 0.38
H -2.9373 -4.4464 -1.0052 0.30
H -0.8670 -4.6370 -3.2259 0.62
H -2.4279 -2.1948 -2.2596 0.13
H -1.4039 -2.2964 -3.6924 -0.05
H -2.8880 -3.2309 -3.6100 0.59
H 0.6648 -5.8596 -1.3354 0.63
H 2.3141 -4.6545 0.4771 0.53
H 2.7254 -2.6706 1.5948 -0.22
H 1.9975 -2.0812 3.6797 0.56
H -0.1391 -1.0048 4.9986 0.63
H -2.4241 0.4555 2.0903 -1.24
H -2.6651 -1.1312 4.6786 0.43
H -4.0101 -0.3569 3.8410 0.48
H -3.1417 -1.6948 3.0752 0.25
H -2.3996 1.2320 4.9858 0.53
H -1.0905 1.9263 4.0750 0.25
H -2.7768 2.2158 3.5869 0.29
H 4.6787 -1.9076 1.0174 0.56
H 5.9771 -0.3139 -0.7577 0.51
H 4.8351 0.7019 -3.1219 0.48
H 4.5098 2.9349 -1.0779 0.17
H 5.9685 2.0019 -1.3538 0.38
H 5.3517 3.0692 -2.6171 0.50
H 2.2278 2.1130 -2.4951 0.06
H 3.3300 2.6527 -3.7598 0.50
H 2.5937 1.0602 -3.8266 0.09
O -2.7502 2.0932 -1.8999 -0.84
C -2.0819 1.0596 -1.8813 -0.68
N -2.2053 0.0339 -0.9979 1.08
C -3.4518 -0.1100 -0.2851 -2.29
C -3.4354 -1.4638 0.3760 0.73
C -4.5979 -2.1346 0.7368 -0.99
C -4.4944 -3.3650 1.3606 -0.78
C -3.2349 -3.8858 1.6212 -1.07
C -2.1300 -3.1634 1.2118 -0.58
N -2.2236 -1.9820 0.6003 2.17
C -1.0501 0.7013 -2.9042 0.58
C -1.1427 1.1480 -4.2168 -0.91
C -0.3653 0.5364 -5.1786 -0.71
C 0.5002 -0.4972 -4.7975 -0.84
C 0.5622 -0.8740 -3.4793 -0.78
N -0.2206 -0.3069 -2.5340 1.90
H -4.3005 -0.0337 -0.9729 0.62
H -3.6145 0.6770 0.4643 0.43
H -5.5631 -1.6968 0.5200 0.58
H -5.3844 -3.9132 1.6396 0.46
H -3.1088 -4.8442 2.1046 0.47
H -1.1243 -3.5382 1.3698 -0.04
H -1.8458 1.9360 -4.4479 0.57
H -0.4344 0.8380 -6.2147 0.49
H 1.1256 -0.9985 -5.5228 0.52
H 1.2360 -1.6484 -3.1362 0.19
C -0.0620 5.2851 1.4488 -0.74
N -0.3188 3.9903 2.2229 0.27
C 0.9694 3.6301 2.9860 -0.68
N 2.0771 3.5382 2.1130 0.24
C 2.2421 4.7826 1.3652 -1.04
N 1.0552 5.1354 0.5875 0.23
C 0.8193 4.1818 -0.5067 -1.52
P 0.5620 2.4178 0.0651 1.68
C -0.7419 2.8959 1.2840 -0.85
C 1.9951 2.3554 1.2400 -0.91
H 0.1272 6.0552 2.1981 0.37
H -0.9753 5.5082 0.8982 0.43
H -1.0614 4.1412 2.9078 0.38
H 0.7897 2.6791 3.4813 0.32
H 1.1038 4.4259 3.7206 0.37
H 3.0881 4.6806 0.6906 0.39
H 2.4518 5.5907 2.0688 0.31
H 1.6681 4.2263 -1.1866 0.40
H -0.0616 4.4852 -1.0780 0.48
H -1.0204 2.0338 1.8766 -0.54
H -1.6174 3.2412 0.7275 0.71
H 2.9062 2.2793 0.6552 0.10
H 1.9351 1.4458 1.8425 0.32
```

highest occupied orbital energy (alpha / beta)	-8.54 / -7.67	eV
spin multiplicity	2
LUMO (alpha / beta)	-2.229 / -2.229	eV
E_tot	-3444.8311	Ha
orbital gap (alpha / beta)	0.2319 / 0.2000	hartree
charge	+1
⟨S²⟩	0.791
relative energy (zero: lowest compared OMol25 entry of this formula, charge and spin)	0.0	kcal per mole

***

The following is a DFT calculation (wB97M-V/def2-TZVPD) of a 2-piece molecular cluster, C4H13N4 overall.

The geometry in XYZ format:
```
21
Properties=species:S:1:pos:R:3:nbo_charge:R:1
C 1.0726 1.0283 -0.0440 0.56
C 0.2543 2.2688 0.2248 -0.67
C -3.3522 -0.0669 -0.3289 0.01
C 1.1494 -2.1922 0.4785 -0.43
N 2.3646 1.0438 -0.0960 -0.72
N -2.3602 -0.7185 0.1082 -0.68
N 0.4016 -0.0615 -0.3516 -0.40
N 1.1984 -1.1960 -0.5963 -0.49
H 0.1891 2.8352 -0.6853 0.26
H 0.5564 2.8863 0.9778 0.25
H -0.7233 1.9824 0.4196 0.24
H -3.1421 0.8429 -0.9546 0.16
H 2.8014 0.3075 -0.5402 0.44
H -4.3618 -0.2415 -0.0948 0.18
H 2.0157 -2.7065 0.4886 0.22
H 1.1548 -1.8179 1.4652 0.21
H 0.2362 -2.7578 0.4052 0.19
H 2.9321 1.8893 0.2401 0.44
H -0.6217 -0.1563 -0.4758 0.45
H 0.8677 -1.7547 -1.5184 0.39
H -2.6331 -1.4149 0.8779 0.37
```

highest occupied orbital energy	-13.61	eV
LUMO	-2.546	eV
E_tot	-378.9344	Ha
orbital gap	0.4065	hartree
charge	+1
relative energy (zero: lowest compared OMol25 entry of this formula, charge and spin)	63.6	kcal per mole

***

The following is a DFT calculation (wB97M-V/def2-TZVPD) of a 2-piece molecular cluster, C7H19N3 overall.

The geometry in XYZ format:
```
29
Properties=species:S:1:pos:R:3:nbo_charge:R:1
C 0.2750 -0.3894 -2.2956 -0.20
N 0.0153 0.7293 -1.7412 -0.21
N 0.9830 1.6072 -1.3319 -0.46
C 0.4858 2.5971 -0.3640 -0.05
C 1.1274 3.9833 -0.5106 -0.61
C 0.5524 2.0445 1.0499 -0.62
H 1.3273 -0.6987 -2.3023 0.14
H -0.4934 -1.0578 -2.6419 0.19
H 1.9722 1.3333 -1.4951 0.36
H -0.5856 2.7192 -0.5855 0.21
H 2.2587 3.9140 -0.5215 0.20
H 0.8452 4.6305 0.3056 0.21
H 0.8082 4.4435 -1.4384 0.22
H -0.2944 1.3798 1.2258 0.22
H 1.4795 1.4760 1.2382 0.20
H 0.4762 2.8643 1.7721 0.21
C -0.3365 -1.8433 2.8108 -0.60
C -0.7053 -2.9182 1.8167 -0.40
C -1.1620 -2.2729 0.5028 -0.21
N -1.3803 -3.2539 -0.5570 -0.83
H 0.0850 -2.2852 3.7065 0.21
H -1.2143 -1.2248 3.0558 0.20
H 0.4303 -1.2025 2.3631 0.20
H -1.5096 -3.5701 2.2097 0.20
H 0.1853 -3.5446 1.6480 0.19
H -0.4014 -1.5091 0.2201 0.16
H -2.0994 -1.7202 0.6915 0.18
H -0.6220 -3.9253 -0.6328 0.35
H -1.3945 -2.8071 -1.4688 0.35
```

highest occupied orbital energy	-8.47	eV
LUMO	1.013	eV
E_tot	-442.3061	Ha
orbital gap	0.3483	hartree
structure (SMILES)	C=NNC(C)C.CCCN
relative energy (zero: lowest compared OMol25 entry of this formula, charge and spin)	47.0	kcal per mole